{
  "formula": "C26H48Cl3N6O3SiTi",
  "method": "ωB97M-V/def2-TZVPD",
  "multiplicity": 3,
  "mol_weight_da": 675.021,
  "total_charge": -1,
  "gap_ev": [4.46, 6.40],
  "symbols": ["C", "C", "H", "H", "H", "C", "C", "H", "H", "H", "H", "Ti", "Cl", "Cl", "C", "O", "N", "C", "C", "H", "H", "H", "H", "H", "H", "H", "H", "H", "C", "C", "N", "H", "C", "O", "H", "H", "H", "H", "O", "C", "C", "C", "H", "C", "H", "C", "H", "C", "C", "H", "H", "H", "Si", "Cl", "C", "C", "C", "H", "H", "H", "H", "H", "H", "H", "H", "H", "C", "N", "C", "N", "C", "N", "C", "N", "C", "C", "H", "H", "H", "H", "H", "H", "H", "H", "H", "H", "H", "H"],
  "positions_angstrom": [[3.30, -2.65, -3.07], [2.66, -1.81, -4.13], [2.79, -3.63, -3.00], [3.27, -2.12, -2.12], [4.36, -2.88, -3.30], [2.42, -2.27, -5.38], [2.63, -3.69, -5.79], [2.07, -1.63, -6.19], [2.14, -4.40, -5.11], [3.69, -3.97, -5.89], [2.20, -3.83, -6.79], [1.56, 0.11, 0.83], [2.61, 0.17, 2.82], [3.15, 0.73, -0.57], [0.64, 2.81, 1.18], [0.34, 1.55, 1.18], [-0.28, 3.72, 0.95], [-1.70, 3.35, 0.80], [0.15, 5.02, 0.44], [1.67, 3.12, 1.34], [-2.07, 2.83, 1.69], [-1.87, 2.75, -0.11], [-2.26, 4.29, 0.70], [0.96, 5.41, 1.06], [-0.69, 5.71, 0.45], [0.51, 4.93, -0.60], [0.21, -4.75, 2.98], [-0.75, -3.42, -0.30], [-0.78, -4.30, 2.84], [-1.42, -3.48, 0.56], [-0.74, -3.25, 1.84], [-1.10, -3.90, 3.81], [0.07, -2.22, 2.10], [0.51, -1.47, 1.16], [-2.25, -2.77, 0.42], [0.42, -2.07, 3.14], [-1.47, -5.08, 2.51], [-1.86, -4.48, 0.61], [1.39, -0.49, -2.50], [2.23, -0.41, -3.67], [0.66, 0.09, -5.67], [1.68, 0.49, -4.80], [0.23, -0.91, -5.61], [0.19, 0.98, -6.65], [3.14, 0.08, -3.26], [2.29, 1.74, -4.98], [-0.65, 0.68, -7.29], [0.80, 2.23, -6.82], [1.87, 2.60, -6.00], [3.09, 2.03, -4.29], [0.41, 2.93, -7.55], [2.37, 3.56, -6.13], [-0.42, -0.56, -2.68], [-0.39, -2.63, -2.88], [-1.82, -0.53, -4.02], [-0.32, 1.44, -2.73], [-1.29, -0.39, -0.98], [-1.94, 0.44, -4.53], [-2.77, -0.71, -3.49], [-1.72, -1.33, -4.78], [-1.21, -1.31, -0.40], [-2.38, -0.24, -1.18], [-0.95, 0.43, -0.33], [-0.13, 1.83, -3.74], [0.50, 1.77, -2.07], [-1.27, 1.84, -2.35], [-0.98, 1.41, 4.42], [-0.74, -0.04, 4.57], [-2.04, -0.67, 4.90], [-2.62, -0.13, 6.16], [-2.81, 1.33, 5.98], [-1.52, 2.02, 5.65], [-0.57, 1.76, 6.77], [-0.32, 0.31, 6.97], [0.20, -0.25, 5.69], [-1.63, -0.34, 7.25], [-1.70, 1.56, 3.60], [-0.02, 1.91, 4.18], [-1.91, -1.75, 5.01], [-2.74, -0.44, 4.09], [-3.21, 1.76, 6.91], [-3.51, 1.49, 5.15], [0.39, 2.25, 6.52], [-0.99, 2.18, 7.69], [0.36, -1.33, 5.83], [1.16, 0.23, 5.42], [-2.04, 0.08, 8.18], [-1.46, -1.42, 7.36]]
}